(1)
Computed, not measured: 10 unconnected molecules or ions with the total composition C44H90IN2O14PSSi at a distorted geometry, with the ωB97M-V functional and the def2-TZVPD basis.

ORCA input file:
```
! wB97M-V def2-TZVPD RIJCOSX def2/J DEFGRID3
* xyz 0 1
C 8.3291 -2.9606 0.2479
C 7.9390 -1.6545 0.3160
C 7.2646 -0.9349 -0.8044
O 7.9399 -0.6444 -1.7611
O 5.9654 -0.5967 -0.7052
C 5.6174 0.6517 -1.3297
C 4.2494 1.1050 -0.8533
C 3.5275 1.9023 -1.9457
C 2.3975 2.7837 -1.3841
C 1.2391 2.9746 -2.3815
C -0.1445 2.5098 -1.8555
C -0.4869 1.1012 -2.2568
C -0.5046 0.7318 -3.5999
C -0.8023 -0.5611 -4.0006
C -1.0950 -1.5430 -3.0691
C -1.0899 -1.1907 -1.7283
C -0.8043 0.1118 -1.3182
N -0.8162 0.4587 0.0703
I 0.9158 -0.2294 1.0346
C -1.9687 -0.0373 0.7535
C -2.6400 0.8333 1.5992
C -3.7198 0.3535 2.3127
C -4.1573 -0.9648 2.1871
P -5.5572 -1.4301 3.2189
N -6.8804 -1.4846 2.4216
O -5.5446 -0.3697 4.4407
O -5.1805 -2.8200 3.9320
C -3.5162 -1.8506 1.3069
C -4.0090 -3.2720 1.1779
C -4.2581 -3.7490 -0.2723
O -4.4514 -2.6529 -1.1500
Si -4.9763 -3.0217 -2.6835
C -6.7934 -3.5000 -2.7119
C -4.7471 -1.5973 -3.8683
C -4.0652 -4.4918 -3.4226
C -2.4114 -1.3527 0.6085
S -1.4715 -2.3792 -0.4850
H 7.6304 -3.7954 0.2202
H 9.3778 -3.2512 0.2455
H 8.1226 -1.0345 1.1924
H 6.3774 1.4106 -1.1423
H 5.5649 0.5071 -2.4112
H 3.6539 0.2197 -0.6308
H 4.3151 1.7087 0.0536
H 4.2350 2.5003 -2.5246
H 3.0875 1.1853 -2.6439
H 2.0677 2.3870 -0.4237
H 2.8253 3.7693 -1.1904
H 1.4611 2.4732 -3.3217
H 1.1282 4.0418 -2.5752
H -0.1131 2.5986 -0.7714
H -0.9159 3.2079 -2.1844
H -0.2937 1.4809 -4.3524
H -0.8146 -0.7835 -5.0593
H -1.3369 -2.5552 -3.3611
H -2.2767 1.8455 1.7047
H -4.2232 1.0319 2.9862
H -7.5850 -0.8396 2.7604
H -6.4166 0.0469 4.4747
H -5.0199 -2.6914 4.8748
H -4.9391 -3.4139 1.7143
H -3.2579 -3.9194 1.6379
H -3.4464 -4.4081 -0.5820
H -5.1725 -4.3514 -0.2546
H -7.0090 -3.8602 -3.7186
H -6.9241 -4.3636 -2.0555
H -7.4544 -2.6879 -2.4214
H -3.7595 -1.5818 -4.3268
H -5.4480 -1.7824 -4.6884
H -5.0026 -0.6197 -3.4616
H -4.6155 -4.8739 -4.2834
H -3.0563 -4.2281 -3.7417
H -3.9904 -5.3249 -2.7211
C -5.7315 2.3916 6.8626
C -6.5693 3.2443 5.9332
O -5.7769 3.7831 4.8719
H -4.9137 2.9612 7.3048
H -6.3405 1.9754 7.6660
H -5.2854 1.5724 6.2919
H -7.0143 4.0856 6.4607
H -7.3777 2.6424 5.5028
H -5.3872 3.0430 4.3934
C -3.4951 5.4087 2.3389
C -4.4948 6.5302 2.1295
O -5.8312 6.0471 2.2401
H -3.6557 4.6154 1.6064
H -2.4682 5.7656 2.2472
H -3.6205 4.9681 3.3309
H -4.3892 6.9588 1.1334
H -4.3385 7.3268 2.8641
H -5.9296 5.6798 3.1261
C -1.5367 0.2003 6.3997
C -2.1879 1.1993 5.4616
O -1.2518 1.7461 4.5387
H -0.7239 0.6725 6.9522
H -2.2603 -0.1991 7.1128
H -1.1090 -0.6330 5.8368
H -2.5986 2.0398 6.0211
H -3.0044 0.7204 4.9102
H -0.8851 1.0182 4.0239
C 10.3242 0.3672 -4.9023
C 9.7793 1.7797 -4.8152
O 8.3596 1.7740 -4.7032
H 9.8972 -0.1512 -5.7614
H 11.4115 0.3653 -4.9972
H 10.0514 -0.2024 -4.0111
H 10.0298 2.3443 -5.7125
H 10.2021 2.3040 -3.9501
H 8.1428 1.2856 -3.9014
C 9.9815 5.5283 -5.4320
C 11.4260 5.7883 -5.0492
O 12.1603 6.3805 -6.1178
H 9.9300 4.8747 -6.3029
H 9.4370 5.0603 -4.6105
H 9.4778 6.4611 -5.6975
H 11.9324 4.8556 -4.8046
H 11.4757 6.4447 -4.1734
H 11.7358 7.2144 -6.3395
C -8.9841 6.2206 -0.1679
C -8.4529 5.9711 -1.5659
O -7.3670 6.8400 -1.8744
H -9.3140 7.2546 -0.0628
H -9.8244 5.5610 0.0589
H -8.2008 6.0530 0.5761
H -9.2231 6.1560 -2.3134
H -8.1209 4.9314 -1.6665
H -6.6733 6.6776 -1.2275
C 6.6957 -7.4797 1.7749
C 6.4871 -6.4261 0.7044
O 7.7289 -5.9509 0.1809
H 7.2965 -7.0781 2.5913
H 5.7430 -7.8250 2.1773
H 7.2311 -8.3422 1.3750
H 5.9695 -5.5584 1.1129
H 5.8850 -6.8299 -0.1161
H 8.1938 -6.7034 -0.1968
C -8.0212 2.7041 0.7644
C -8.9875 2.3806 1.8875
O -8.2943 2.0072 3.0806
H -7.3824 1.8443 0.5565
H -8.5566 2.9733 -0.1473
H -7.3712 3.5384 1.0432
H -9.6221 1.5376 1.6198
H -9.6299 3.2409 2.1008
H -7.7374 2.7515 3.3362
C 7.8649 -12.2388 0.3349
C 8.4905 -11.1236 1.1517
O 7.7141 -10.8139 2.3058
H 6.8570 -11.9618 0.0246
H 8.4587 -12.4560 -0.5540
H 7.7847 -13.1526 0.9281
H 8.5531 -10.2084 0.5639
H 9.5034 -11.4010 1.4618
H 7.6599 -11.6093 2.8438
*
```

Summary:
- frontier orbital gap (eV) = 7.5

---

(2)
Computed, not measured: 5 unconnected molecules or ions with the total composition C44H91ClN4O6Si, with the ωB97M-V functional and the def2-TZVPD basis.

ORCA input file:
```
! wB97M-V def2-TZVPD RIJCOSX def2/J DEFGRID3
* xyz 0 5
C 6.7317 0.9743 -2.3655
C 5.6878 1.4232 -1.3504
O 4.4288 0.8795 -1.7204
C 3.4863 0.7298 -0.6732
C 2.4182 1.8340 -0.7357
Si 0.9111 1.6008 -1.8051
C -0.0356 3.2035 -1.9133
O 1.3888 1.0719 -3.3067
C -0.3454 0.3781 -1.0820
Cl 0.4315 -1.1162 -0.4142
C -1.4483 -0.0073 -2.0738
C -2.8259 -0.2317 -1.4380
H 6.2220 0.5286 -3.2187
H 7.4133 0.2359 -1.9437
H 7.3359 1.8109 -2.7157
H 5.6293 2.5185 -1.3151
H 5.9439 1.0895 -0.3399
H 3.9992 0.7668 0.2933
H 3.0480 -0.2634 -0.7700
H 2.9169 2.7300 -1.1230
H 2.0722 2.0936 0.2712
H -0.3113 3.5311 -0.9070
H 0.5612 4.0038 -2.3567
H -0.9702 3.1225 -2.4720
H 0.9136 1.4435 -4.0418
H -0.8006 0.8434 -0.2047
H -1.5172 0.7584 -2.8528
H -1.1230 -0.9138 -2.5853
H -2.9239 0.3126 -0.4969
H -3.0029 -1.2863 -1.2229
H -3.6321 0.1073 -2.0892
C -2.6792 -4.3814 1.3683
C -2.2445 -3.7540 2.7020
C -1.4861 -4.7623 3.5785
C -2.3829 -5.8347 4.1912
C -3.5550 -5.2162 4.9476
C -4.3808 -4.2521 4.0839
N -3.4185 -3.2574 3.4997
O -3.1727 -2.2533 4.2488
C -5.1553 -4.9869 2.9937
C -5.3820 -3.4889 4.9433
C -1.3579 -2.5566 2.3803
H -3.5944 -3.9239 0.9926
H -1.8909 -4.2131 0.6337
H -2.8361 -5.4574 1.4343
H -0.9846 -4.2094 4.3783
H -0.7053 -5.2209 2.9646
H -2.7455 -6.5196 3.4192
H -1.7909 -6.4415 4.8797
H -4.2217 -5.9923 5.3343
H -3.1742 -4.6556 5.8065
H -5.6238 -4.2795 2.3081
H -5.9461 -5.5776 3.4610
H -4.5470 -5.6678 2.4069
H -4.8958 -2.9959 5.7802
H -6.1222 -4.1964 5.3219
H -5.8944 -2.7309 4.3502
H -1.9141 -1.8146 1.8060
H -0.5213 -2.9011 1.7726
H -0.9727 -2.0773 3.2758
C 11.2284 3.2453 -2.5649
C 10.4404 3.6197 -1.3021
C 11.2783 4.4882 -0.3499
C 12.3768 3.7201 0.3770
C 11.8123 2.5020 1.0990
C 11.0327 1.5636 0.1681
N 9.9999 2.3991 -0.5380
O 8.9042 2.5369 0.1018
C 11.9604 0.8488 -0.8133
C 10.2978 0.5002 0.9777
C 9.1874 4.3807 -1.7255
H 10.8889 2.2943 -2.9739
H 11.0620 4.0125 -3.3209
H 12.3018 3.1858 -2.3951
H 10.6033 4.9340 0.3865
H 11.7058 5.3086 -0.9337
H 13.1667 3.4230 -0.3185
H 12.8490 4.3824 1.1053
H 12.6106 1.9280 1.5775
H 11.1317 2.8336 1.8887
H 11.3815 0.2812 -1.5429
H 12.5730 0.1465 -0.2464
H 12.6332 1.5121 -1.3468
H 9.6733 0.9442 1.7473
H 11.0377 -0.1508 1.4467
H 9.6626 -0.1042 0.3292
H 8.5488 3.7551 -2.3498
H 9.4967 5.2508 -2.3072
H 8.6088 4.7104 -0.8678
C -5.2580 6.8351 -1.0267
C -4.3710 5.9943 -0.0981
C -4.5593 6.3917 1.3746
C -3.9303 7.7343 1.7321
C -2.4589 7.7789 1.3357
C -2.2288 7.4629 -0.1486
N -2.9104 6.1513 -0.4282
O -2.1956 5.1245 -0.1766
C -2.7464 8.5837 -1.0488
C -0.7404 7.2846 -0.4307
C -4.7318 4.5240 -0.2913
H -4.8104 6.9377 -2.0146
H -6.2165 6.3302 -1.1448
H -5.4628 7.8296 -0.6348
H -4.1174 5.6092 1.9982
H -5.6328 6.4028 1.5843
H -4.4797 8.5560 1.2642
H -4.0161 7.8888 2.8095
H -2.0266 8.7600 1.5507
H -1.9043 7.0428 1.9252
H -2.6860 8.2915 -2.0979
H -2.1067 9.4551 -0.9025
H -3.7654 8.8870 -0.8329
H -0.2925 6.5508 0.2330
H -0.2437 8.2461 -0.2896
H -0.5817 6.9567 -1.4587
H -4.5309 4.2106 -1.3168
H -5.7978 4.4037 -0.0919
H -4.1689 3.8809 0.3785
C -5.5478 -6.4611 -3.3399
C -5.1508 -5.9538 -1.9471
C -4.4202 -7.0363 -1.1371
C -5.3334 -8.1539 -0.6432
C -6.5220 -7.5951 0.1311
C -7.3287 -6.5627 -0.6694
N -6.3509 -5.5222 -1.1454
O -6.1122 -4.6114 -0.2832
C -8.0901 -7.2120 -1.8234
C -8.3440 -5.8707 0.2343
C -4.2473 -4.7361 -2.1215
H -6.4393 -5.9531 -3.7057
H -4.7343 -6.2497 -4.0334
H -5.7254 -7.5345 -3.3678
H -3.9435 -6.5526 -0.2788
H -3.6202 -7.4420 -1.7633
H -5.6750 -8.7717 -1.4785
H -4.7605 -8.8173 0.0082
H -7.1981 -8.3970 0.4406
H -6.1612 -7.1040 1.0406
H -8.5571 -6.4514 -2.4502
H -8.8802 -7.8327 -1.3986
H -7.4770 -7.8490 -2.4522
H -7.8711 -5.4525 1.1184
H -9.0917 -6.6046 0.5402
H -8.8456 -5.0628 -0.2993
H -4.7809 -3.9302 -2.6276
H -3.3931 -5.0285 -2.7345
H -3.8889 -4.3623 -1.1679
*
```

Summary:
- frontier orbital gap (alpha / beta) (eV) = 8.3 / 9.6

---

(3)
Computed, not measured: 7 unconnected molecules or ions with the total composition C44H94F2N9O4S2 at a distorted geometry, with the ωB97M-V functional and the def2-TZVPD basis.

ORCA input file:
```
! wB97M-V def2-TZVPD RIJCOSX def2/J DEFGRID3
* xyz 5 1
C -6.6167 -9.9970 0.3487
C -5.3154 -10.4555 1.0122
N -4.8988 -9.5162 2.0111
C -4.9638 -8.1315 1.8747
C -4.4897 -7.5492 3.0284
N -4.3367 -8.5470 3.9591
C -4.4604 -9.7079 3.3356
C -3.9003 -8.3987 5.3191
H -6.7087 -8.9212 0.4981
H -7.4142 -10.5715 0.8200
H -6.5801 -10.2418 -0.7128
H -4.4901 -10.4851 0.3008
H -5.5177 -11.4257 1.4659
H -5.1588 -7.6807 0.9128
H -4.2552 -6.5357 3.3187
H -4.4103 -10.6656 3.8323
H -4.8456 -8.3499 5.8594
H -3.0877 -7.6838 5.4484
H -3.3500 -9.3061 5.5679
C 11.7446 -10.4239 -1.1491
C 11.2649 -10.6434 0.3699
N 10.1822 -9.6668 0.6484
C 8.9388 -9.6615 0.0670
C 8.2849 -8.6265 0.6705
N 9.1352 -7.8227 1.3690
C 10.2829 -8.5672 1.5445
C 8.8508 -6.6295 2.0843
H 12.6940 -10.9350 -1.3090
H 11.8105 -9.3422 -1.2660
H 10.9773 -10.7506 -1.8509
H 12.1745 -10.5623 0.9650
H 10.8914 -11.6614 0.4811
H 8.6414 -10.5450 -0.4783
H 7.2547 -8.3393 0.8204
H 11.1131 -8.1114 2.0637
H 7.8801 -6.2254 1.7965
H 9.5744 -5.8644 1.8030
H 8.9551 -6.9659 3.1158
C 9.8809 -11.3735 7.0098
C 9.4217 -9.9127 7.5101
C 8.6357 -10.0375 8.8048
N 8.3157 -8.6987 9.4688
C 7.0751 -7.9955 8.8983
C 9.5299 -7.7529 9.7283
C 9.2300 -7.0190 11.0333
C 8.7410 -8.0903 11.8602
C 7.7533 -8.8911 11.0244
H 9.1454 -12.0876 6.6395
H 10.1196 -11.8537 7.9587
H 10.7929 -11.4594 6.4190
H 8.7432 -9.4246 6.8104
H 10.2562 -9.2503 7.7403
H 9.1472 -10.5753 9.6031
H 7.6645 -10.5319 8.7868
H 6.2234 -8.6757 8.9108
H 7.2542 -7.7112 7.8614
H 6.9853 -7.0850 9.4907
H 9.7759 -7.1006 8.8905
H 10.3636 -8.4263 9.9271
H 8.4395 -6.2751 10.9344
H 10.1692 -6.6628 11.4566
H 8.1501 -7.7843 12.7235
H 9.4345 -8.8843 12.1370
H 6.7628 -8.4601 11.1702
H 7.8583 -9.9646 11.1816
C -1.3934 -1.1498 -4.9357
C -0.5267 -1.0379 -3.6039
C -0.8678 -2.1980 -2.6413
N -0.1439 -2.2517 -1.2518
C -0.6435 -3.3867 -0.3327
C 1.4120 -2.5706 -1.4363
C 2.2235 -1.2842 -1.5199
C 1.2402 -0.1150 -1.1977
C -0.0771 -0.8206 -0.6452
H -1.2981 -0.2462 -5.5377
H -2.4229 -1.3078 -4.6143
H -1.1002 -1.9711 -5.5896
H -0.7313 -0.0856 -3.1146
H 0.5376 -0.9209 -3.8082
H -0.7964 -3.1943 -3.0776
H -1.9170 -2.1303 -2.3536
H -0.5956 -4.3447 -0.8505
H -1.7023 -3.1725 -0.1870
H -0.0759 -3.3627 0.5976
H 1.7765 -3.0651 -0.5359
H 1.6748 -3.2926 -2.2094
H 3.0707 -1.2211 -0.8370
H 2.6638 -1.1812 -2.5117
H 1.7538 0.4777 -0.4407
H 0.9741 0.6356 -1.9419
H 0.0241 -0.8542 0.4396
H -0.9782 -0.2528 -0.8770
C 10.9490 4.2212 9.7352
C 10.9911 3.0684 8.7129
C 10.3732 1.7643 9.3221
N 10.3269 0.5983 8.3442
C 11.7930 0.0760 8.1492
C 9.8320 0.9972 6.9559
C 9.2236 -0.2667 6.3714
C 8.9292 -1.1777 7.4900
C 9.3251 -0.4843 8.7687
H 9.9308 4.5234 9.9806
H 11.4845 4.9850 9.1713
H 11.5141 3.9407 10.6240
H 12.0468 3.0444 8.4425
H 10.3757 3.4563 7.9011
H 9.3364 1.9827 9.5781
H 10.9633 1.3594 10.1442
H 11.6676 -0.8112 7.5285
H 12.0893 -0.1518 9.1731
H 12.3916 0.8485 7.6665
H 10.6199 1.4830 6.3803
H 9.0235 1.7245 7.0300
H 9.9159 -0.7369 5.6730
H 8.3600 0.1496 5.8527
H 9.3980 -2.1536 7.3642
H 7.8622 -1.3671 7.3731
H 9.8689 -1.0465 9.5278
H 8.4884 -0.0145 9.2858
C -2.2981 -11.5885 -5.7993
C -1.3296 -11.7710 -4.5796
C 0.0393 -11.1338 -4.7688
N 1.0059 -11.1139 -3.5110
C 1.1655 -12.5330 -2.9403
C 0.5331 -10.0823 -2.5879
C 1.2691 -8.7753 -2.8577
C 2.3369 -9.0170 -3.9457
C 2.3647 -10.5665 -4.0009
H -3.3715 -11.7254 -5.6683
H -2.0339 -12.3536 -6.5293
H -2.2148 -10.6264 -6.3049
H -1.1740 -12.8308 -4.3781
H -1.8161 -11.2778 -3.7381
H 0.0061 -10.0885 -5.0759
H 0.5111 -11.6735 -5.5899
H 1.6671 -12.3445 -1.9911
H 1.8601 -13.1492 -3.5111
H 0.1524 -12.8972 -2.7695
H 0.7560 -10.4409 -1.5830
H -0.5467 -9.9397 -2.6298
H 1.5126 -8.3751 -1.8735
H 0.6873 -8.0108 -3.3727
H 3.3050 -8.5776 -3.7053
H 2.0914 -8.7262 -4.9671
H 3.0516 -11.1015 -3.3450
H 2.6540 -10.9107 -4.9938
N 3.3008 -6.3762 3.0509
S 3.1241 -5.2796 4.3136
O 4.1492 -5.2236 5.3622
O 1.8336 -4.6547 4.6552
F 3.7660 -4.1549 3.3864
S 2.7572 -7.5793 3.8630
O 1.3154 -7.5126 4.2589
O 3.7563 -8.2720 4.7489
F 2.8293 -8.6806 2.6246
*
```

Summary:
- frontier orbital gap (eV) = 8.3